1.
Below is a single C4H7NO2S molecule at a distorted geometry, with properties calculated with ωB97M-V with the def2-TZVPD basis set.

Geometry as XYZ:
```
15
Properties=species:S:1:pos:R:3:forces:R:3
C -0.61820 2.36340 1.93364 0.157 -0.096 0.082
C -0.12288 0.46812 0.05373 -0.033 0.295 -0.089
C 0.33011 -1.25249 -1.72580 -0.130 -0.020 -0.559
C 0.58919 -2.34395 -0.73843 0.357 0.057 1.129
H -0.86476 3.40027 2.14746 -0.167 0.053 -0.140
H -1.37317 1.69967 2.37790 0.392 0.202 -0.219
H 0.37869 2.18589 2.34622 -0.284 -0.214 -0.035
H -0.16819 0.69254 -2.00891 0.081 -0.347 0.508
H -0.26242 -2.48593 -0.04821 0.266 0.049 -0.501
H 0.82970 -3.25673 -1.27405 -0.089 0.027 -0.056
H 1.42562 -2.07807 -0.05044 -0.493 -0.088 -0.611
N -0.00414 0.02807 -1.24564 -0.010 0.164 -0.761
O 0.04565 -0.20556 1.03198 0.050 -0.269 0.313
O 0.37389 -1.40991 -2.93064 0.012 0.140 0.724
S -0.55907 2.19466 0.13118 -0.109 0.048 0.213
```
Forces are in eV/Å.

Output
multiplicity	1
energy	-760.07655	Ha
structure (SMILES)	CSC(=O)NC(C)=O

natural (NBO) atomic charge list, values in e, 6 entries: number 1, C, carries -0.7314; number 2, C, carries 0.5374; number 3, C, carries 0.7006; number 4, C, carries -0.7247; number 5, H, carries 0.2321; number 6, H, carries 0.2381



2.
Below is a single C4H7NO2S molecule at a distorted geometry, with properties calculated with ωB97M-V with the def2-TZVPD basis set.

Geometry as XYZ:
```
15
Properties=species:S:1:pos:R:3:forces:R:3
C 1.21474 0.55929 0.05456 -0.255 0.162 2.342
C -0.12960 0.21142 -0.16630 -0.056 2.217 3.182
C -1.28204 1.30437 0.35820 3.534 -0.919 -1.684
C -0.56089 -1.16323 -0.07941 0.747 0.595 -1.222
H 3.13757 0.33110 -0.19461 -0.523 -0.914 0.903
H 2.09235 -1.20380 -0.50342 1.698 3.576 3.297
H 1.54058 1.53384 0.53881 -1.400 -0.384 -1.325
H -1.58164 1.03968 1.40287 0.298 0.518 -0.775
H -0.76687 2.23874 0.12189 0.175 0.244 1.472
H -2.69251 0.49902 -0.51620 -0.416 0.223 -0.385
H 0.46164 -2.90916 -0.56416 -0.536 3.041 0.725
N 2.37798 -0.23159 0.26671 -1.617 -2.498 -5.519
O -2.28619 1.38083 -0.56407 -1.820 -0.955 -0.238
O 0.54308 -1.87401 -0.41876 -0.438 -4.613 -0.715
S -2.06819 -1.71648 0.26386 0.608 -0.292 -0.060
```
Forces are in eV/Å.

Output
multiplicity	1
energy	-759.92558	Ha
structure (SMILES)	N/C=C(/CO)C(O)=S

natural (NBO) atomic charge list, values in e, 6 entries: number 1, C, carries 0.1065; number 2, C, carries -0.2646; number 3, C, carries -0.0547; number 4, C, carries 0.2233; number 5, H, carries 0.3735; number 6, H, carries 0.4131



3.
Below is a gas-phase ion, C4H7NO3 (charge -2), with properties calculated with ωB97M-V with the def2-TZVPD basis set.

Geometry as XYZ:
```
15
Properties=species:S:1:pos:R:3:forces:R:3
O -1.21385 -0.18154 2.13269 0.418 -0.023 -0.065
C -0.51409 0.48158 1.30399 -0.719 -0.373 -0.206
O -0.72048 1.65826 0.95362 0.353 0.103 0.135
C 0.71262 -0.26560 0.65477 -0.297 0.200 -0.210
C 0.65638 -0.55468 -0.87497 -0.368 0.493 0.304
C -0.11236 0.40533 -1.83403 0.124 -0.373 -0.484
O 0.18675 0.17824 -3.15887 0.081 -0.045 0.216
N 1.00574 -1.50170 1.39762 0.192 -0.190 0.445
H 1.54577 0.42097 0.79660 0.148 0.208 0.098
H 0.27855 -1.57896 -1.00392 0.037 0.054 -0.213
H 1.67093 -0.48674 -1.26195 0.279 -0.418 -0.059
H -1.19902 0.25292 -1.63945 0.023 0.247 0.269
H 0.15364 1.42564 -1.48960 -0.231 0.018 0.008
H 0.79025 -2.30307 0.81833 -0.029 0.043 -0.182
H 0.30227 -1.52220 2.13929 -0.010 0.057 -0.058
```
Forces are in eV/Å.

Output
multiplicity	1
energy	-437.02851	Ha
structure (SMILES)	N[C@@H](CC[O-])C(=O)[O-]
total charge	-2

natural (NBO) atomic charge list, values in e, 6 entries: number 1, O, carries -0.8404; number 2, C, carries 0.7518; number 3, O, carries -0.7771; number 4, C, carries -0.1663; number 5, C, carries -0.4204; number 6, C, carries -0.0245



4.
Below is a molecular structure, C4H7NO3 at a distorted geometry, with properties calculated with ωB97M-V with the def2-TZVPD basis set.

Geometry as XYZ:
```
15
Properties=species:S:1:pos:R:3:forces:R:3
O 1.27616 -1.49342 1.41183 -0.029 0.505 -0.488
C 1.13820 -0.28087 1.12565 0.953 0.464 0.658
O 1.20654 0.71285 1.88580 0.189 -0.350 -0.561
C 0.72452 0.00582 -0.41103 -0.983 -1.341 2.321
C -0.76912 -0.34889 -0.48871 -0.927 -1.369 -1.882
C -1.66355 0.06996 0.74790 -2.445 -0.323 -0.670
O -3.13003 -0.05745 0.65428 2.682 0.420 -0.664
N 1.60462 0.51476 -1.95445 -0.626 -1.908 -2.452
H 0.83369 1.03750 -0.70406 -0.095 1.323 0.719
H -0.88313 -1.52136 -0.59826 0.138 2.261 -0.147
H -1.08111 0.19389 -1.43916 -0.363 -0.923 0.956
H -1.40113 -0.63912 1.52834 0.698 0.306 0.490
H -1.33778 1.10690 0.96657 -0.144 -0.198 0.329
H 1.40020 -0.64882 -0.96446 0.038 -0.748 0.167
H 2.08191 1.34825 -1.76023 0.913 1.880 1.224
```
Forces are in eV/Å.

Output
multiplicity	1
energy	-436.81370	Ha
total charge	-2

natural (NBO) atomic charge list, values in e, 6 entries: number 1, O, carries -0.7815; number 2, C, carries 0.8017; number 3, O, carries -0.7751; number 4, C, carries -0.5103; number 5, C, carries -0.4090; number 6, C, carries -0.0677



5.
Below is a single C4H7NO3 molecule at a distorted geometry, with properties calculated with ωB97M-V with the def2-TZVPD basis set.

Geometry as XYZ:
```
15
Properties=species:S:1:pos:R:3:forces:R:3
C 0.14512 0.89391 1.75820 -0.388 1.104 -0.224
N -0.51034 1.34690 0.67062 -0.878 1.611 -1.459
C -1.90019 -0.10415 -0.77618 -1.592 -0.588 -2.524
C -0.55535 0.61977 -0.63122 -0.347 -0.824 0.590
C 0.61711 -0.45475 -0.74526 -1.427 -1.250 -0.664
O 0.24967 -1.78893 -0.53263 0.509 0.396 0.021
O 1.64270 -0.19606 -1.26800 1.491 0.719 -0.186
O 0.72898 -0.15232 1.71460 0.735 -0.859 0.829
H 0.09761 1.60669 2.63030 0.068 -0.655 -0.465
H -0.98067 2.28004 0.65747 0.787 -1.387 0.294
H -2.01908 -1.14362 -0.39138 0.556 1.069 0.282
H -2.09205 -0.27141 -1.93031 0.334 0.451 2.086
H -2.74911 0.52526 -0.41712 0.691 -0.408 -0.215
H -0.50005 1.38162 -1.49140 0.515 -1.220 1.451
H 1.00473 -2.43717 -0.69699 -1.053 1.841 0.183
```
Forces are in eV/Å.

Output
multiplicity	1
energy	-437.08953	Ha
structure (SMILES)	C[C@@H](NC=O)C(=O)O

natural (NBO) atomic charge list, values in e, 6 entries: number 1, C, carries 0.5321; number 2, N, carries -0.6210; number 3, C, carries -0.6321; number 4, C, carries -0.1446; number 5, C, carries 0.8210; number 6, O, carries -0.7259



6.
Below is a single C4H7NO3 molecule, with properties calculated with ωB97M-V with the def2-TZVPD basis set.

Geometry as XYZ:
```
15
Properties=species:S:1:pos:R:3:forces:R:3
O 1.74057 2.21725 0.81011 -0.267 -0.411 -0.131
C 1.00533 1.25955 0.74622 0.532 0.698 0.189
C 0.88742 0.43448 -0.51972 -0.218 -0.123 -0.027
C 0.02147 1.18578 -1.54114 0.410 0.073 -0.230
N 0.40560 -0.90773 -0.23676 -0.129 -0.407 0.025
C -0.85085 -1.15533 0.21669 0.047 -0.141 -0.312
O -1.18764 -2.44967 -0.00654 0.422 -0.269 -0.015
O -1.57981 -0.34712 0.72673 -0.331 0.300 0.291
H 0.37156 0.99140 1.60541 -0.062 -0.207 -0.078
H 1.89342 0.29249 -0.91400 0.020 0.183 0.010
H -0.31891 0.49906 -2.30904 -0.344 -0.227 0.080
H 0.62717 1.89973 -2.08779 0.152 0.357 0.200
H -0.80694 1.71036 -1.07181 -0.132 -0.157 -0.069
H 0.83166 -1.67155 -0.73361 0.075 0.029 0.012
H -1.97648 -2.68211 0.49332 -0.176 0.303 0.053
```
Forces are in eV/Å.

Output
multiplicity	1
energy	-437.11460	Ha
structure (SMILES)	C[C@@H](C=O)NC(=O)O

natural (NBO) atomic charge list, values in e, 6 entries: number 1, O, carries -0.5168; number 2, C, carries 0.4351; number 3, C, carries -0.1517; number 4, C, carries -0.6178; number 5, N, carries -0.6367; number 6, C, carries 0.8821



7.
Below is a single C4H7NO3 molecule at a distorted geometry, with properties calculated with ωB97M-V with the def2-TZVPD basis set.

Geometry as XYZ:
```
15
Properties=species:S:1:pos:R:3:forces:R:3
C -0.16677 -0.17666 -0.26489 -0.306 0.300 -0.470
C -1.22879 -0.33832 0.72266 -0.510 0.640 -0.075
C -2.54285 -0.97693 0.36072 0.446 0.553 -0.006
C 1.89785 0.77856 -0.82317 0.331 0.271 0.565
N 2.95386 1.17193 -0.05115 -0.910 -0.226 -0.241
O 0.72309 0.88314 -0.11055 0.309 0.063 0.249
O -0.08041 -1.16203 0.70596 0.648 -0.992 0.291
O 1.96748 0.40140 -1.95533 -0.073 -0.296 -0.381
H -0.27506 -0.51629 -1.29360 0.070 0.079 0.135
H -1.23842 0.36132 1.56416 -0.006 -0.094 -0.248
H 3.82446 1.34340 -0.49053 0.527 0.069 -0.434
H 2.77630 1.60869 0.82309 -0.148 0.151 0.482
H -2.89043 -1.58895 1.16836 -0.249 -0.396 0.483
H -3.27921 -0.20542 0.16728 -0.190 0.150 -0.022
H -2.44111 -1.58384 -0.52301 0.062 -0.273 -0.328
```
Forces are in eV/Å.

Output
multiplicity	1
energy	-437.08432	Ha
structure (SMILES)	C[C@H]1O[C@@H]1OC(N)=O

natural (NBO) atomic charge list, values in e, 6 entries: number 1, C, carries 0.3173; number 2, C, carries 0.0513; number 3, C, carries -0.6328; number 4, C, carries 0.8880; number 5, N, carries -0.8272; number 6, O, carries -0.5335



8.
Below is a single C4H7NO3S2 molecule at a distorted geometry, with properties calculated with ωB97M-V with the def2-TZVPD basis set.

Geometry as XYZ:
```
17
Properties=species:S:1:pos:R:3:forces:R:3
C 0.02472 0.14423 1.78697 0.552 -1.270 0.867
C 0.63401 -1.01549 2.14949 -2.791 2.730 -5.348
C -0.45625 -0.91653 -0.23496 3.200 -0.496 -1.318
C -1.76672 1.07448 0.53251 -1.115 -1.295 -1.472
N -0.58754 0.22105 0.52534 0.265 1.165 2.156
O 1.81410 -0.95236 -3.51184 -0.048 0.484 0.650
O 0.15935 -0.65166 -1.63516 0.810 -0.088 0.502
O 2.20875 1.01070 -1.95620 -0.180 -0.664 0.285
S 0.68175 -2.07974 0.75443 -1.069 0.193 -0.778
S 1.88112 -0.60564 -2.10748 -1.861 0.424 0.526
H -0.14190 0.99952 2.41209 0.189 0.137 0.305
H 1.11533 -1.29892 2.95296 2.253 -0.931 4.088
H -1.37888 -1.37575 -0.46966 -0.892 -0.562 -0.727
H -1.73158 1.88470 -0.14982 0.525 0.867 -0.733
H -2.66608 0.52540 0.21753 0.224 -0.306 -0.001
H -2.03652 1.46010 1.48006 0.280 0.237 1.168
H 2.24634 1.57591 -2.74627 -0.341 -0.627 -0.171
```
Forces are in eV/Å.

Output
multiplicity	1
energy	-1233.37530	Ha

natural (NBO) atomic charge list, values in e, 6 entries: number 1, C, carries -0.0028; number 2, C, carries -0.4239; number 3, C, carries 0.1913; number 4, C, carries -0.4001; number 5, N, carries -0.4560; number 6, O, carries -0.8984



Question: What is the multiplicity in the eighth record?
Answer: 1



Question: multiplicity of number 8 (C4H7NO3S2)?
Answer: 1



Question: The highest energy belongs to which entry?
Answer: number 4